{"formula": "C33H88O11", "method": "ωB97M-V with the def2-TZVPD basis set", "homo_ev": -9.37, "smiles": "CC(C)O.CC(C)O.CC(C)O.CC(C)O.CC(C)O.CC(C)O.CC(C)O.CC(C)O.CC(C)O.CC(C)O.CC(C)O", "de_lowest_kj_mol": 299.7, "homo_lumo_gap_ev": 9.5092, "charge": 0, "elements": ["C", "C", "C", "O", "H", "H", "H", "H", "H", "H", "H", "H", "C", "C", "C", "O", "H", "H", "H", "H", "H", "H", "H", "H", "C", "C", "C", "O", "H", "H", "H", "H", "H", "H", "H", "H", "C", "C", "C", "O", "H", "H", "H", "H", "H", "H", "H", "H", "C", "C", "C", "O", "H", "H", "H", "H", "H", "H", "H", "H", "C", "C", "C", "O", "H", "H", "H", "H", "H", "H", "H", "H", "C", "C", "C", "O", "H", "H", "H", "H", "H", "H", "H", "H", "C", "C", "C", "O", "H", "H", "H", "H", "H", "H", "H", "H", "C", "C", "C", "O", "H", "H", "H", "H", "H", "H", "H", "H", "C", "C", "C", "O", "H", "H", "H", "H", "H", "H", "H", "H", "C", "C", "C", "O", "H", "H", "H", "H", "H", "H", "H", "H"], "positions_angstrom": [[-0.815690, -0.119330, 0.802824], [-0.173990, -0.688220, -0.453016], [-0.007900, 0.352390, -1.577826], [1.161320, -1.158480, -0.295886], [-0.056710, 0.427810, 1.362014], [-1.191480, -0.915480, 1.445494], [-1.609320, 0.595890, 0.586734], [-0.753540, -1.546650, -0.792576], [-0.997610, 0.705140, -1.867856], [0.496780, -0.031820, -2.464266], [0.554110, 1.181670, -1.148246], [1.072550, -1.907360, 0.298174], [2.541360, 3.268310, -0.444046], [3.572780, 4.176650, 0.229454], [4.771200, 4.448780, -0.746006], [2.972590, 5.360020, 0.577354], [2.136540, 3.645960, -1.382986], [1.671380, 3.158660, 0.203414], [2.883360, 2.252940, -0.644446], [4.013080, 3.686290, 1.097664], [4.450700, 4.941430, -1.663976], [5.117320, 3.449140, -1.008746], [5.528040, 5.038590, -0.228886], [3.663380, 5.857580, 1.021034], [0.778030, -4.467880, -0.476126], [0.371710, -4.560350, 1.010244], [1.341180, -5.423030, 1.785574], [0.472830, -3.239400, 1.469844], [1.715000, -3.941820, -0.659036], [0.004880, -3.979750, -1.069496], [0.671770, -5.390710, -1.046386], [-0.676130, -4.814200, 1.170544], [0.927170, -5.463540, 2.793074], [2.355190, -5.024760, 1.820864], [1.317950, -6.457820, 1.443864], [0.387920, -3.293620, 2.424544], [4.134470, 0.108070, 1.537324], [4.721220, -0.469980, 0.281524], [5.020280, -1.977970, 0.319014], [3.780230, -0.287190, -0.748006], [3.385950, -0.563960, 1.957084], [3.726220, 1.091540, 1.304484], [4.906580, 0.231950, 2.296664], [5.604490, 0.101840, -0.002996], [4.126100, -2.511300, 0.641684], [5.850190, -2.283370, 0.956254], [5.297460, -2.359980, -0.663496], [2.895580, -0.475280, -0.426096], [5.559350, 2.521080, -4.508156], [4.662140, 1.835950, -3.397056], [3.505420, 1.038150, -3.971326], [5.434710, 1.004060, -2.625366], [5.126050, 3.407130, -4.972126], [5.717900, 1.778370, -5.290046], [6.494870, 2.865830, -4.067646], [4.225130, 2.613770, -2.770866], [2.943150, 0.538220, -3.182636], [3.971440, 0.257030, -4.571966], [2.882400, 1.661580, -4.612656], [4.881490, 0.481800, -2.039866], [-1.254950, -4.845320, -3.845996], [-1.449740, -3.580640, -4.676386], [-0.438080, -2.383090, -4.307976], [-1.196040, -3.944780, -5.959766], [-1.692080, -4.662160, -2.864436], [-0.202220, -5.112240, -3.753236], [-1.710200, -5.735840, -4.279366], [-2.506010, -3.311650, -4.683526], [0.608530, -2.593500, -4.528066], [-0.366190, -2.229740, -3.231216], [-0.678870, -1.443470, -4.805206], [-0.257230, -4.125530, -6.046736], [-1.525090, 3.844370, 0.299494], [-1.066590, 4.118850, 1.697264], [-0.623790, 5.569180, 1.923784], [-1.978290, 3.880870, 2.714634], [-1.799370, 2.817670, 0.057114], [-0.798990, 4.116110, -0.466686], [-2.405810, 4.453680, 0.096564], [-0.188040, 3.537360, 1.976764], [-1.366460, 6.344890, 1.737224], [0.050170, 5.853480, 1.115674], [-0.017550, 5.731370, 2.815004], [-1.433790, 3.859950, 3.504994], [2.501700, 3.708980, 4.080534], [1.594680, 2.504370, 3.983974], [2.250380, 1.269620, 4.596724], [0.327880, 2.734660, 4.569344], [2.738660, 4.062530, 5.084004], [2.133800, 4.571640, 3.525054], [3.478530, 3.482580, 3.653154], [1.459860, 2.331130, 2.916304], [3.049550, 0.794090, 4.028114], [1.435100, 0.559330, 4.734244], [2.673030, 1.611560, 5.541474], [0.461320, 2.705220, 5.519564], [-5.624790, -1.072040, -1.584056], [-4.600160, -0.542370, -2.545576], [-3.279790, -1.249820, -2.290966], [-4.926070, -0.870600, -3.900666], [-6.549590, -0.591240, -1.902926], [-5.557020, -0.725380, -0.552876], [-5.719880, -2.154770, -1.501806], [-4.431170, 0.533070, -2.491246], [-3.351730, -2.205580, -2.810036], [-2.936220, -1.239280, -1.256586], [-2.470030, -0.684410, -2.752176], [-5.176010, -1.796880, -3.934456], [-4.002920, -5.610170, 0.754944], [-4.429460, -4.357000, 1.517114], [-3.409000, -3.192970, 1.549084], [-5.625760, -3.909280, 0.812344], [-3.711470, -5.266120, -0.237426], [-4.747370, -6.403490, 0.687634], [-3.076450, -5.997530, 1.178854], [-4.788580, -4.612500, 2.514044], [-2.749030, -3.181800, 0.681674], [-2.723130, -3.370970, 2.377334], [-3.810660, -2.193900, 1.718294], [-6.337530, -4.551030, 0.868424], [-4.418800, 1.360670, 1.415204], [-5.070050, 2.313480, 2.481984], [-4.672890, 1.941230, 3.926574], [-4.676530, 3.649710, 2.261384], [-4.784350, 0.347070, 1.579794], [-3.335350, 1.285860, 1.508124], [-4.749960, 1.614840, 0.408314], [-6.155160, 2.214490, 2.453274], [-4.976470, 2.718850, 4.627464], [-3.587360, 1.882680, 4.005904], [-5.135140, 1.012430, 4.260864], [-3.732470, 3.678850, 2.433134]], "forces_ev_per_a": [[0.563, 0.043, 0.146], [0.369, 0.575, -1.595], [-0.941, -0.116, 0.719], [0.018, -0.055, 0.745], [0.104, 0.105, 0.100], [-0.096, 0.029, 0.017], [-0.070, -0.237, -0.164], [-0.273, -0.005, -0.214], [0.046, 0.244, -0.109], [0.049, -0.141, 0.217], [0.087, 0.155, -0.190], [0.352, -0.435, 0.446], [-0.455, -0.148, 0.453], [1.253, -1.138, -2.404], [-1.028, -0.854, 0.719], [-0.800, 1.250, 0.807], [0.307, 0.387, -0.078], [-0.107, 0.039, 0.253], [0.413, 0.058, 0.061], [-0.137, -0.307, 0.312], [-0.107, 0.135, 0.130], [0.646, 0.157, -0.079], [0.192, -0.082, -0.163], [-0.176, 0.473, 0.087], [-1.675, -0.329, -0.572], [1.195, -0.045, -1.803], [-0.978, -0.550, 0.589], [0.109, 1.132, 0.697], [0.070, -0.311, 0.222], [-0.140, 1.019, 0.370], [0.895, -0.664, 0.586], [-0.006, -0.801, -0.368], [0.356, -0.057, 0.432], [-0.110, 0.015, -0.234], [0.226, 0.049, -0.195], [0.024, 0.447, 0.239], [0.606, -0.078, 0.670], [0.016, -0.885, -0.199], [0.410, 0.030, 0.237], [0.243, 0.571, -1.036], [-0.296, 0.126, -0.075], [-0.177, -0.041, 0.143], [0.052, 0.034, 0.135], [0.144, -0.054, -0.057], [-0.100, -0.045, 0.052], [-0.023, 0.266, 0.368], [-0.196, 0.288, -0.182], [-0.687, -0.245, -0.015], [-0.732, -0.719, 0.977], [-0.741, 1.453, -1.185], [0.550, -0.023, -0.581], [1.890, -0.507, 0.464], [-0.466, -0.122, 0.139], [0.370, 0.050, -0.022], [0.104, -0.339, 0.006], [0.015, 0.400, 0.071], [-0.179, 0.233, 0.016], [-0.208, -0.176, -0.244], [-0.230, -0.108, 0.091], [-0.518, -0.129, 0.107], [-0.108, 0.413, 0.984], [1.552, 0.523, 1.221], [-1.028, -0.892, 0.758], [0.242, -0.303, -3.148], [0.185, -0.330, 0.342], [0.217, 0.280, 0.187], [-0.405, 0.340, -0.213], [0.104, 0.502, 0.383], [-0.043, -0.600, -0.592], [-0.511, 0.243, 0.194], [-0.270, -0.141, 0.031], [0.090, -0.040, -0.130], [-0.877, 0.068, -0.607], [2.085, 1.539, 0.577], [1.081, 0.666, -2.093], [-1.611, -1.120, 0.544], [-0.016, -0.154, 0.482], [0.327, 0.183, 0.353], [-0.188, 0.033, -0.032], [0.312, -0.412, -0.606], [-0.670, -0.343, 0.780], [0.609, -0.264, -0.163], [-0.524, -0.114, 0.313], [-0.218, -0.202, 0.463], [0.603, 0.694, -0.215], [1.160, -0.059, -0.580], [-0.504, 0.317, 0.190], [-0.266, 0.077, -0.210], [-0.357, -0.249, 0.344], [-0.247, -0.054, -0.054], [0.060, -0.211, -0.201], [-0.503, -0.091, -0.054], [-0.105, 0.296, -0.211], [0.251, -0.279, 0.281], [-0.027, -0.450, 0.348], [-0.146, 0.083, 0.240], [-1.415, 1.206, 0.334], [1.348, -1.534, 0.212], [0.973, 1.075, -0.249], [-0.470, 0.876, -0.104], [-0.543, -0.549, -0.073], [0.689, 0.123, 0.026], [0.121, -0.047, -0.473], [-0.511, 0.029, -0.051], [0.333, -0.322, 0.666], [-0.549, -0.662, 0.279], [-0.008, -0.130, -0.588], [-0.070, -0.118, 0.080], [1.477, 0.752, 0.223], [-1.717, 0.026, -0.871], [0.255, -0.982, 0.291], [0.408, 1.051, -0.029], [-0.269, -0.172, -0.252], [-0.059, 0.228, 0.170], [0.005, -0.378, 0.200], [0.469, 0.044, 0.329], [-0.300, 0.054, -0.367], [0.026, -0.094, 0.236], [-0.433, -0.242, -0.180], [0.199, -0.228, 0.189], [-1.042, -0.053, 0.931], [1.106, -0.737, 0.373], [0.055, -0.059, -0.253], [-1.029, -0.032, -0.461], [-0.116, -0.207, 0.132], [-0.019, 0.468, -0.043], [0.291, 0.305, -0.014], [-0.073, 0.384, -0.484], [-0.210, 0.121, -0.176], [0.117, -0.238, -0.005], [0.144, -0.177, -0.079], [0.539, 0.251, 0.112]]}